This record from the OMol25 dataset describes 13 unconnected molecules or ions with the total composition C43H101Cl6N5O20 in a non-equilibrium geometry. The level of theory is the ωB97M-V functional and the def2-TZVPD basis.

The geometry in XYZ format:
```
175
Properties=species:S:1:pos:R:3:forces:R:3
C -4.33049 3.41202 -3.12184 -1.17 -0.01 0.09
C -3.78081 2.19852 -3.85510 -0.02 0.33 -0.49
C -2.30548 1.94426 -3.58706 -0.11 0.54 0.41
O -1.52778 3.10194 -3.83743 -0.08 -0.14 -0.37
C -0.18451 2.77570 -4.13020 0.05 0.19 0.08
N -4.58271 1.00228 -3.56666 0.63 -0.14 0.41
H -3.72063 4.31147 -3.14893 0.35 -0.21 0.02
H -4.65055 3.18244 -2.10013 0.49 -0.07 0.13
H -5.27893 3.67584 -3.60239 0.08 0.02 -0.05
H -3.91682 2.42275 -4.91840 0.25 -0.12 -0.05
H -1.95387 1.11296 -4.20579 0.02 -0.10 0.04
H -2.20803 1.68671 -2.51991 0.13 -0.33 -0.02
H 0.34528 2.39949 -3.24734 -0.02 -0.09 -0.01
H 0.32188 3.67757 -4.47018 -0.04 0.03 0.01
H -0.12002 2.02799 -4.92224 0.03 -0.01 -0.02
H -4.26979 0.65436 -2.65326 -0.42 0.15 0.02
H -4.23841 0.25225 -4.16173 -0.26 0.14 -0.32
C -2.25893 -0.66377 5.03284 -0.01 -0.33 -0.30
C -2.95669 -1.97336 4.65218 0.20 0.68 1.30
C -4.41086 -1.99933 5.12399 0.04 -1.18 -0.70
O -4.47897 -2.03336 6.52376 0.04 0.48 -0.05
C -5.80193 -2.16742 7.00047 0.35 0.16 0.28
N -2.78831 -2.21186 3.22191 -1.37 -0.02 0.05
H -2.44598 -0.38159 6.06819 -0.14 -0.07 0.04
H -2.60514 0.14072 4.37692 0.10 0.06 0.04
H -1.18259 -0.79471 4.90910 -0.01 0.22 -0.09
H -2.47830 -2.75579 5.25061 0.13 -0.21 -0.38
H -4.80155 -2.96526 4.75276 -0.26 0.18 -0.10
H -5.01659 -1.21013 4.65456 0.05 0.24 0.26
H -6.40063 -1.27794 6.78008 -0.06 -0.05 -0.16
H -5.71511 -2.24898 8.08247 -0.14 -0.12 0.00
H -6.27850 -3.06231 6.59032 -0.08 0.01 -0.01
H -3.29770 -3.06631 2.97849 0.37 -0.19 0.13
H -3.40827 -1.53780 2.76271 0.47 0.28 -0.12
C -2.50592 -1.93467 -3.36676 -0.52 0.50 0.05
C -2.22979 -2.30911 -1.90872 -0.71 -0.77 -0.75
C -2.29828 -1.09481 -1.01480 0.69 0.01 1.14
O -3.55278 -0.43963 -0.99451 -0.42 -0.64 -0.60
C -3.68830 0.50503 0.03157 0.06 0.47 -0.08
N -3.15449 -3.38335 -1.47861 0.04 0.73 0.06
H -1.81832 -1.16173 -3.71971 0.10 -0.16 -0.18
H -3.51881 -1.52201 -3.42011 0.08 0.10 0.08
H -2.54958 -2.78297 -4.05216 0.50 -0.12 0.12
H -1.23530 -2.75258 -1.82562 0.21 0.37 0.15
H -1.50029 -0.38524 -1.28271 -0.07 0.04 -0.18
H -2.06440 -1.41267 0.00896 -0.06 -0.20 -0.08
H -2.98686 1.33650 -0.12079 0.10 -0.04 0.26
H -3.54727 0.07628 1.03002 0.18 -0.10 -0.04
H -4.69754 0.91430 -0.01089 -0.04 -0.10 -0.12
H -4.05862 -2.96279 -1.28017 -0.03 -0.09 -0.08
H -3.28124 -3.98304 -2.28620 -0.15 -0.21 0.20
C 1.08194 -5.07734 -1.72603 0.53 0.81 -0.46
C -0.12838 -5.93311 -1.99213 0.02 -0.61 0.65
C 0.21051 -7.09031 -2.93512 -0.23 1.28 -0.55
O -0.98160 -7.78107 -3.23025 -0.10 -0.37 0.13
C -0.75417 -8.90150 -4.05192 -0.02 -0.38 0.40
N -0.67681 -6.42087 -0.71161 0.17 0.27 -1.11
H 1.95473 -5.62448 -1.35734 -0.13 -0.19 0.02
H 0.88453 -4.26102 -1.03045 -0.26 -0.20 0.18
H 1.38201 -4.56980 -2.65127 0.15 -0.17 -0.03
H -0.87560 -5.31880 -2.50207 -0.19 -0.03 0.20
H 1.00849 -7.69637 -2.48871 -0.18 -0.36 -0.04
H 0.56871 -6.65355 -3.88266 0.34 -0.18 0.07
H -1.69378 -9.40385 -4.28035 -0.18 0.36 -0.01
H -0.16920 -9.64574 -3.49634 0.30 0.06 -0.25
H -0.25923 -8.62021 -4.98588 0.11 -0.06 0.00
H 0.01452 -7.05690 -0.32343 -0.20 -0.12 0.17
H -1.49905 -6.96015 -0.96173 -0.03 -0.14 0.44
C 0.77204 -3.92371 3.10680 0.58 -0.71 0.92
C -0.08887 -4.80973 2.20404 -0.64 0.50 -0.45
C -0.91769 -5.79202 3.02860 0.51 0.18 -0.51
O -1.67376 -6.59164 2.15566 -0.15 -0.14 0.05
C -2.48815 -7.50691 2.82513 0.35 -0.58 0.62
N -1.04350 -4.00640 1.40866 0.46 -0.20 0.92
H 1.66006 -4.44574 3.49452 0.03 -0.09 -0.34
H 0.26341 -3.66616 4.04417 -0.35 0.36 -0.30
H 1.12349 -3.02336 2.60606 -0.16 0.04 -0.08
H 0.54266 -5.35193 1.49594 -0.02 -0.13 0.10
H -1.57821 -5.20195 3.68301 -0.02 -0.10 0.16
H -0.24492 -6.41158 3.63918 -0.15 -0.04 0.18
H -2.95507 -8.17792 2.10675 -0.12 0.26 -0.16
H -3.24638 -7.04450 3.47104 -0.09 0.21 -0.23
H -1.89241 -8.15084 3.49421 0.04 0.05 -0.03
H -1.60381 -3.54217 2.12569 0.14 0.22 -0.55
H -0.49170 -3.27477 0.97163 -0.31 0.03 -0.12
C 2.14430 1.89782 -1.06748 0.59 -0.04 -0.75
C 2.83037 0.82105 -0.21925 -0.52 1.82 0.23
O 2.23824 -0.45419 -0.38026 0.11 -1.01 -0.29
C 1.16296 -0.83904 0.32020 0.23 0.73 -0.15
O 0.56467 -1.85234 0.07898 0.20 -0.03 -0.18
O 0.86777 0.04850 1.24909 0.08 0.56 0.44
C -0.37441 -0.07333 1.94378 -0.55 -0.29 -0.03
H 2.58695 1.89197 -2.06957 -0.33 -0.24 -0.13
H 2.38210 2.90697 -0.72256 -0.16 -0.15 0.45
H 1.06455 1.77610 -1.15491 -0.03 -0.04 0.23
H 2.79758 1.14230 0.81473 0.01 -0.28 0.08
H 3.86910 0.79433 -0.53460 0.04 -0.61 0.04
H -0.53595 0.83328 2.51280 0.35 0.01 0.09
H -0.39286 -0.94822 2.59196 0.03 -0.09 -0.19
H -1.17367 -0.10368 1.20645 0.02 -0.23 0.15
C -3.15477 3.39353 3.89403 0.51 0.51 -0.24
C -2.70369 3.13980 5.31763 -1.10 0.57 0.02
O -1.46140 2.45706 5.25795 0.37 -0.13 -0.35
C -0.85625 2.17738 6.40297 -0.28 -0.36 0.69
O -1.22316 2.52139 7.49667 0.06 0.09 -0.14
O 0.19871 1.39679 6.14771 -0.02 0.21 -0.38
C 0.95444 0.98380 7.28092 0.37 0.12 0.43
H -2.48122 4.10312 3.40395 0.17 -0.15 0.05
H -4.12224 3.89386 3.85797 -0.18 -0.34 0.18
H -3.14398 2.48830 3.28878 -0.21 -0.06 0.06
H -3.45558 2.56508 5.86488 0.26 -0.35 -0.02
H -2.63577 4.08245 5.86468 0.40 -0.04 -0.01
H 0.51397 0.10149 7.74310 -0.14 0.06 0.00
H 1.03722 1.78909 8.00863 -0.18 -0.04 0.03
H 1.95298 0.74008 6.93153 -0.08 -0.04 -0.18
C 0.11147 -2.06509 -6.59111 1.22 -0.17 0.34
C 0.58157 -0.69673 -6.13591 -0.82 0.36 -0.73
O 1.41204 -0.86906 -4.99435 0.14 -0.40 0.11
C 2.29916 0.08325 -4.70828 -0.04 0.48 0.26
O 2.33652 1.18852 -5.18253 -0.03 -0.30 -0.23
O 3.16604 -0.29565 -3.77417 0.15 0.19 0.11
C 3.00272 -1.51250 -3.05838 -0.25 -0.87 0.45
H -0.45683 -2.59851 -5.83232 -0.44 0.24 -0.11
H 1.02271 -2.66304 -6.70687 -0.12 -0.05 -0.25
H -0.37151 -2.00107 -7.56190 -0.30 -0.06 0.12
H -0.26212 -0.03570 -5.91676 0.04 -0.08 0.35
H 1.11242 -0.19063 -6.94428 0.32 -0.10 0.17
H 2.00525 -1.63650 -2.63927 -0.09 0.22 -0.19
H 3.67564 -1.48044 -2.20755 0.17 0.19 -0.14
H 3.22894 -2.40371 -3.64587 0.07 0.23 -0.30
C 7.54750 6.21387 -4.92009 0.04 -0.24 0.44
C 6.37206 6.83812 -4.19740 -0.43 1.36 -0.92
O 5.34830 5.86697 -3.93399 0.47 -0.30 0.39
C 4.32361 6.27160 -3.18065 -0.26 0.17 0.02
O 4.18953 7.36309 -2.69070 0.07 -0.05 0.01
O 3.47949 5.25093 -3.08236 0.27 -0.40 -0.02
C 2.23063 5.47372 -2.43478 -0.34 0.53 0.21
H 7.18871 5.37849 -5.52067 0.13 0.11 -0.21
H 8.31676 5.83631 -4.24949 -0.16 -0.12 0.14
H 8.04429 6.95837 -5.53958 -0.20 0.01 -0.18
H 5.89091 7.56958 -4.85728 0.12 -0.05 -0.09
H 6.63748 7.44907 -3.33425 0.01 -0.55 0.38
H 2.31047 6.10089 -1.54933 0.27 0.02 -0.08
H 1.84781 4.50859 -2.12229 0.01 -0.09 -0.25
H 1.55913 5.97313 -3.13477 -0.10 -0.16 -0.01
C 1.91419 3.67614 4.05744 0.11 0.51 -0.38
C 0.97279 3.05926 3.05255 0.13 -1.15 0.40
O 0.77527 3.95886 1.96503 0.02 0.26 -0.24
C -0.12373 3.62562 1.04366 -0.04 0.14 0.36
O -0.86924 2.67689 1.08379 0.02 0.02 -0.11
O -0.09024 4.54875 0.09006 0.33 0.08 -0.35
C -1.05544 4.39342 -0.95537 -0.99 0.35 0.64
H 2.89484 3.88654 3.62570 -0.01 -0.18 -0.09
H 2.04395 2.99811 4.89786 -0.08 0.03 0.07
H 1.52450 4.64211 4.38697 -0.09 -0.13 0.22
H 0.03931 2.77031 3.53178 -0.26 0.46 -0.10
H 1.36367 2.10348 2.68676 0.23 0.23 -0.24
H -0.89352 5.17703 -1.68801 0.49 -0.26 -0.17
H -2.04083 4.61661 -0.53047 -0.01 -0.26 -0.04
H -1.08020 3.38454 -1.35488 0.26 0.09 -0.18
C 3.94647 -0.45408 3.83306 -0.31 -0.54 -0.50
Cl 4.48404 0.76933 2.67860 0.30 0.18 0.43
Cl 2.26962 -0.17799 4.34967 0.26 -0.02 0.04
H 3.96816 -1.38873 3.28232 -0.08 -0.07 0.13
H 4.59900 -0.52876 4.69441 -0.01 0.36 0.03
C 4.14936 6.59340 0.88969 0.47 -0.21 0.29
Cl 3.83496 4.85825 0.66080 -0.14 0.07 0.03
Cl 2.75030 7.63601 0.65494 0.09 -0.13 -0.10
H 4.49103 6.73168 1.90903 -0.08 -0.06 0.04
H 4.96224 6.82187 0.20989 -0.28 0.37 -0.21
C 6.46598 3.19667 -2.88555 -0.25 0.23 -0.02
Cl 8.19903 3.20505 -3.23735 -0.03 -0.25 0.04
Cl 6.04274 2.22338 -1.47744 0.08 -0.19 0.12
H 6.16665 4.21010 -2.67479 0.04 0.06 0.04
H 5.90415 2.83501 -3.73909 0.16 -0.14 -0.04
```
Forces are in eV/Å.

Its LUMO energy is 0.345 eV. As for the gap between HOMO and LUMO: 8.20 eV. The value obtained for the energy above the lowest of the compared OMol25 structures with the same formula, charge and spin is 0.000 eV.